The following is a DFT calculation (the ωB97M-V functional and the def2-TZVPD basis) of one molecule with the formula C4H4N2 in a non-equilibrium geometry.

The geometry in XYZ format:
```
10
Properties=species:S:1:pos:R:3:forces:R:3:mulliken_charge:R:1
N -0.5250 1.5885 0.2191 0.04 0.17 -0.25 -0.38
N 0.1195 1.4335 -0.9142 0.16 -0.18 -0.15 -0.34
C 0.4502 -0.8829 -0.3842 -0.07 0.10 0.05 -0.12
C 0.5891 0.2326 -1.2095 0.06 0.01 -0.08 -0.19
C -0.2396 -0.7359 0.8088 0.01 0.40 -0.21 -0.37
C -0.7197 0.5717 1.0530 0.04 0.33 -0.34 -0.10
H -0.3607 -1.6111 1.4541 -0.17 0.62 0.01 0.34
H -1.2984 1.0372 1.8445 0.02 -1.34 0.72 0.42
H 0.8846 -1.8261 -0.7079 -0.16 0.10 0.21 0.34
H 1.1000 0.1923 -2.1637 0.05 -0.21 0.03 0.40
```
Positions in Å, forces in eV/Å.

E_HOMO = -0.3418 Ha
relative energy (zero: lowest compared OMol25 entry of this formula, charge and spin) = 116.47 kJ/mol
SMILES = c1ccnnc1
LUMO level = 0.546 eV
max |F| = 1.5 eV/A